# 1
Density functional theory data (ωB97M-V/def2-TZVPD) for a structure of composition C19H43OP3SW in a non-equilibrium geometry.

Geometry as XYZ:
```
68
Properties=species:S:1:pos:R:3:forces:R:3
W -0.250399 -1.095756 -0.410602 -0.736 1.465 1.005
P 0.033265 -3.102645 -1.446365 1.214 -4.270 -1.906
P 1.760081 0.011560 -0.535758 3.732 2.807 -0.817
P -2.354206 -0.276742 -1.239842 -3.030 1.298 -0.514
H 2.328646 3.451284 -2.346147 -0.247 0.126 -0.195
C 1.434235 3.606047 -2.957129 -0.643 0.230 0.122
C 0.248031 3.945715 -2.430124 0.529 -0.083 -0.328
H 0.099418 4.092077 -1.355030 0.067 0.045 -0.326
C 0.606310 -2.771695 -3.147518 0.123 0.729 -0.201
C 1.300106 -4.235912 -0.785354 0.160 0.311 0.563
C -1.414166 -4.183108 -1.676684 -0.858 0.417 0.486
C 1.546765 1.731801 0.013623 -0.582 0.164 0.303
C 3.046613 -0.703390 0.547754 -0.454 -0.925 0.363
C 2.593561 0.152465 -2.134894 -0.308 -0.362 -0.632
C -2.225840 1.535848 -1.331850 0.813 0.147 0.211
C -3.759611 -0.540208 -0.095432 0.353 -0.364 0.397
C -3.004250 -0.868016 -2.820254 0.572 -0.446 -0.470
H 1.565412 3.551242 -4.041812 0.014 -0.014 0.378
H -0.603642 4.177653 -3.077623 0.285 -0.075 0.266
H 0.178301 -3.540155 -3.806208 0.038 0.108 0.200
H 1.701382 -2.835979 -3.177866 -0.260 0.009 0.017
H 0.298850 -1.776299 -3.504514 0.034 -0.217 -0.065
H 1.122832 -5.238792 -1.199373 0.097 0.285 0.035
H 1.229087 -4.274855 0.308261 0.061 -0.202 -0.203
H 2.302590 -3.888060 -1.065618 -0.213 -0.136 0.065
H -1.051423 -5.180724 -1.962290 0.041 0.294 0.049
H -2.075413 -3.792044 -2.460302 0.211 -0.128 0.184
H -1.981089 -4.264038 -0.740295 0.030 -0.199 -0.213
H 2.527224 2.093443 0.357161 -0.183 -0.146 -0.052
H 0.832377 1.801276 0.844020 0.194 0.147 -0.045
H 1.197877 2.364001 -0.814720 0.022 -0.321 0.119
H 3.794637 0.074455 0.759156 -0.265 -0.036 -0.157
H 3.526381 -1.542560 0.026483 -0.083 0.202 0.167
H 2.626263 -1.071477 1.490811 0.355 0.064 -0.129
H 3.330780 0.965159 -2.085943 -0.117 -0.171 0.184
H 1.850954 0.376064 -2.913670 0.214 0.042 0.235
H 3.099204 -0.790621 -2.375287 -0.017 0.209 0.054
H -3.127485 1.929977 -1.823559 0.092 -0.234 0.134
H -1.344192 1.814812 -1.921617 -0.218 0.034 0.011
H -2.140929 1.966576 -0.325335 -0.157 -0.092 -0.169
H -4.669579 -0.207463 -0.615080 0.226 -0.083 0.077
H -3.640075 0.036542 0.831037 -0.056 -0.044 -0.297
H -3.865096 -1.602317 0.159533 -0.164 0.158 -0.120
H -3.947408 -0.342098 -3.026963 0.183 -0.080 0.207
H -3.191360 -1.948120 -2.780934 -0.127 0.282 -0.006
H -2.276631 -0.647902 -3.610019 -0.247 -0.069 0.165
C -0.225769 0.982158 -4.605145 0.118 0.072 0.132
C 0.895447 0.790605 -5.495241 0.037 0.562 -0.296
C 1.065199 1.631781 -6.578667 0.653 -1.058 0.420
C 0.114613 2.617686 -6.875579 0.090 0.283 -0.321
C -1.042636 2.741007 -6.095302 -1.015 -0.175 0.779
C -1.251384 1.915423 -5.006738 0.285 0.433 -0.338
O -0.269084 0.400846 -3.465524 -0.113 -0.393 0.051
H 0.087390 -2.031372 0.888886 -0.188 -1.633 -0.257
H 1.609975 0.011546 -5.234983 -0.013 0.203 -0.207
H 1.952444 1.516921 -7.204975 -0.324 0.077 0.119
H 0.270886 3.282631 -7.726724 -0.057 -0.192 0.236
H -1.794667 3.493631 -6.343736 0.266 -0.251 -0.013
H -2.139067 1.982201 -4.379963 0.132 0.151 -0.220
C -1.944637 -2.038716 2.628807 -0.323 -0.214 -0.383
S -1.043131 -0.641652 1.813447 -0.747 0.842 1.670
C 0.197059 -0.260752 3.122950 0.480 0.346 -0.114
H -1.736122 -2.988626 2.123001 0.019 0.196 0.123
H -3.015740 -1.805180 2.576865 0.325 -0.032 0.014
H -1.613446 -2.077883 3.673467 -0.073 0.045 -0.354
H -0.113868 -0.792051 4.029586 0.100 0.136 -0.295
H 1.208729 -0.554664 2.822802 -0.346 0.001 0.160
H 0.147418 0.822838 3.287346 0.000 -0.278 -0.057
```
Forces are in eV/Å.

**E_LUMO (alpha / beta)**: -15.63 / -15.68 eV
**Orbital gap (alpha / beta)**: 3.4 / 4.1 eV
**Max |F|**: 0.0939 Eh/bohr
**Energy relative to the best compared isomer or geometry (same formula, charge and spin)**: 285.7 kJ/mol
**2S+1**: 3
**HOMO energy (alpha / beta)**: -19.004 / -19.735 eV
**Total charge**: +4
**Energy**: -2312.59178 Ha

***

# 2
Density functional theory data (ωB97M-V/def2-TZVPD) for the molecule C2H2BrFO in a non-equilibrium geometry.

Geometry as XYZ:
```
7
Properties=species:S:1:pos:R:3:forces:R:3
C -1.083268 -0.205017 0.395856 4.157 -1.879 -2.584
C 0.006226 0.200638 -0.300078 -1.111 0.617 2.243
F 0.178394 1.544378 -0.355291 0.509 -0.199 -0.676
O 1.001070 -0.509824 -0.816725 -0.703 -0.358 -0.843
Br 2.635249 -0.366634 -0.038274 0.368 0.200 0.344
H -1.641924 0.625821 0.604997 -2.236 1.089 1.081
H -1.095749 -1.289364 0.509512 -0.984 0.529 0.435
```
Forces are in eV/Å.

**E_LUMO**: -1.01 eV
**Orbital gap**: 8.8 eV
**Max |F|**: 0.1020 Eh/bohr
**Energy relative to the best compared isomer or geometry (same formula, charge and spin)**: 154.4 kJ/mol
**2S+1**: 1
**HOMO energy**: -9.794 eV
**SMILES string**: C=C(F)OBr
**Total charge**: 0
**Energy**: -2826.43129 Ha

***

# 3
Density functional theory data (ωB97M-V/def2-TZVPD) for the molecule C8H18N2O2 in a non-equilibrium geometry.

Geometry as XYZ:
```
30
Properties=species:S:1:pos:R:3:forces:R:3
C -2.384707 -0.691858 1.357808 0.471 2.047 0.557
C -2.637287 1.190613 -0.437011 -1.422 -0.516 3.943
C -1.951018 -1.149311 -1.142514 0.872 -1.139 0.558
C 2.330567 0.786244 1.287054 0.526 1.941 -0.449
C 2.772569 -1.144433 -0.253905 -0.598 -2.525 1.218
C 1.868189 1.073249 -1.274059 3.590 -1.027 -0.068
C -1.850119 -0.131604 0.003932 -1.134 1.373 0.601
C 1.844351 0.127234 -0.058204 2.358 -0.948 0.221
N -0.485891 0.405669 0.183652 1.006 1.001 0.111
N 0.490777 -0.425467 0.099222 -0.401 0.146 0.120
O -0.258942 1.687628 0.345442 -0.365 -1.965 -0.081
O 0.306805 -1.667322 0.118075 0.016 0.131 0.426
H -2.097189 -1.677917 1.591031 0.983 -1.192 -0.015
H -2.060204 -0.022518 2.243688 -0.741 -0.902 -1.506
H -3.461601 -0.778668 1.297842 -0.386 0.509 0.048
H -3.734007 0.869857 -0.328930 1.427 0.675 -1.290
H -2.161482 1.494231 -1.325737 -0.440 0.407 -1.534
H -2.553123 2.115197 0.291651 0.123 -2.233 -1.191
H -1.612207 -0.719364 -2.086486 -0.353 0.108 -0.031
H -1.321145 -2.083660 -0.982812 -1.088 1.367 -0.071
H -2.994781 -1.449415 -1.156264 -0.148 0.077 -0.442
H 1.641414 1.640473 1.575778 1.181 -0.611 -0.811
H 2.291844 0.191309 2.201580 0.169 -0.759 -0.545
H 3.441979 1.132911 1.111780 -2.279 -0.498 0.443
H 2.520042 -2.081400 -0.897480 0.117 2.530 -0.092
H 2.630208 -1.757816 0.674890 0.293 0.909 -0.184
H 3.852595 -0.953456 -0.261310 -0.424 0.492 -0.398
H 1.695095 0.525996 -2.187595 -0.017 -0.431 -0.263
H 1.182904 1.827144 -1.218785 -1.720 1.971 0.351
H 2.913583 1.563258 -1.388524 -1.616 -0.936 0.374
```
Forces are in eV/Å.

**E_LUMO (alpha / beta)**: 0.58 / 0.58 eV
**Orbital gap (alpha / beta)**: 8.8 / 8.8 eV
**Max |F|**: 0.0821 Eh/bohr
**Energy relative to the best compared isomer or geometry (same formula, charge and spin)**: 350.6 kJ/mol
**2S+1**: 1
**HOMO energy (alpha / beta)**: -8.249 / -8.249 eV
**Total charge**: 0
**Energy**: -575.40165 Ha

***

Which value of 2S+1 does entry 2 give?
1